{
  "formula": "C29H40N6OOsS2Si2",
  "method": "wB97M-V/def2-TZVPD",
  "elements": ["Os", "C", "C", "N", "N", "C", "N", "S", "C", "C", "C", "C", "C", "N", "H", "H", "H", "H", "H", "H", "H", "H", "H", "H", "C", "Si", "C", "C", "C", "C", "C", "C", "C", "Si", "C", "C", "H", "H", "H", "H", "H", "H", "H", "H", "H", "H", "H", "H", "H", "H", "H", "H", "C", "C", "C", "N", "C", "S", "N", "C", "O", "C", "C", "C", "C", "C", "C", "H", "H", "H", "H", "H", "H", "H", "H", "H", "H", "H", "H", "H", "H"],
  "positions_angstrom": [[-1.90893, -0.37175, -0.91059], [-4.59121, -3.36761, 0.78720], [-3.42403, -2.59252, 0.27527], [-3.53892, -1.43360, -0.26824], [-4.79668, -0.91080, -0.48176], [-4.92339, 0.03139, -1.42503], [-6.13041, 0.46431, -1.74287], [-3.53830, 0.66080, -2.22041], [-2.03871, -3.10030, 0.26454], [-1.70637, -4.36490, 0.69487], [-0.39118, -4.80790, 0.56823], [0.53220, -3.97825, -0.02764], [0.12581, -2.72098, -0.45586], [-1.11161, -2.26190, -0.28696], [-5.19424, -2.75671, 1.46436], [-4.28356, -4.24177, 1.34945], [-5.22254, -3.70772, -0.03815], [-5.58993, -1.32970, -0.01649], [-6.97973, 0.06605, -1.37263], [-6.22082, 1.20333, -2.42341], [-2.45242, -5.01728, 1.12186], [-0.11297, -5.79207, 0.91924], [1.56044, -4.27801, -0.16728], [0.81259, -2.06395, -0.96431], [-3.61651, 0.47973, 2.14817], [-1.88239, 0.22972, 1.44636], [-1.22457, -1.12972, 2.57050], [-0.68136, 1.66474, 1.67883], [0.08753, 1.86450, 2.82434], [1.03774, 2.87941, 2.86480], [1.23604, 3.70046, 1.76033], [0.47755, 3.51597, 0.60845], [-0.47807, 2.50645, 0.56416], [-1.77256, 2.25538, -0.75208], [-1.45816, 3.04440, -2.42142], [-3.28956, 3.10273, -0.05325], [-3.54680, 1.06638, 3.06798], [-4.02622, -0.49577, 2.43288], [-4.33520, 0.97530, 1.49819], [-1.19278, -0.67489, 3.56650], [-0.22127, -1.50354, 2.35363], [-1.90399, -1.97825, 2.65895], [-0.03561, 1.23264, 3.69624], [1.62335, 3.03168, 3.76239], [1.97291, 4.49295, 1.80345], [0.63104, 4.17137, -0.24241], [-1.99866, 3.99322, -2.45442], [-1.80298, 2.44088, -3.26245], [-0.39916, 3.24058, -2.58393], [-2.98799, 4.15096, 0.05401], [-3.59504, 2.77535, 0.93697], [-4.14485, 3.07822, -0.72973], [4.26425, -1.27204, -3.44501], [3.05879, -0.45582, -3.89333], [2.89118, 0.83585, -3.10419], [2.70643, 0.59209, -1.66624], [1.56667, 0.31060, -1.07235], [0.10982, 0.33844, -1.99892], [1.52968, -0.01076, 0.24415], [2.53904, -0.63091, 1.05375], [2.20634, -1.60934, 1.67352], [3.88020, -0.02025, 1.10370], [4.97933, -0.84268, 1.34742], [6.24138, -0.28365, 1.44265], [6.40216, 1.09193, 1.32169], [5.30433, 1.91620, 1.10583], [4.03878, 1.36281, 0.99174], [4.37106, -2.17367, -4.04595], [4.17738, -1.58579, -2.40116], [5.18820, -0.69918, -3.54549], [2.14168, -1.04504, -3.81320], [3.15958, -0.18473, -4.94586], [2.04658, 1.42187, -3.46403], [3.78439, 1.45460, -3.18949], [3.53669, 0.60281, -1.08784], [0.60013, -0.23953, 0.57431], [4.83118, -1.90854, 1.46000], [7.10073, -0.91547, 1.62002], [7.38983, 1.52549, 1.40582], [5.43507, 2.98777, 1.03811], [3.17160, 1.99796, 0.84950]],
  "forces_ev_per_angstrom": [[0.20, 0.00, 0.00], [0.00, -0.01, 0.00], [0.16, -0.30, 0.11], [-0.18, 0.42, -0.25], [-0.04, -0.06, 0.08], [0.02, 0.04, -0.14], [-0.06, 0.02, -0.03], [-0.10, -0.05, 0.08], [0.06, 0.12, -0.01], [0.05, -0.04, 0.01], [0.01, 0.03, -0.01], [-0.05, -0.02, 0.02], [-0.01, -0.06, 0.01], [-0.10, -0.15, 0.10], [0.00, 0.00, 0.00], [0.00, 0.00, 0.00], [0.00, 0.00, 0.00], [0.01, 0.01, 0.01], [0.01, 0.00, 0.00], [0.00, 0.00, 0.01], [0.01, 0.00, 0.00], [0.00, 0.00, -0.01], [0.00, -0.01, 0.00], [-0.01, -0.02, 0.01], [-0.06, 0.00, 0.02], [0.04, 0.01, 0.11], [0.03, 0.00, 0.05], [0.01, 0.21, -0.27], [0.04, 0.01, -0.02], [0.00, 0.05, -0.06], [-0.03, -0.06, 0.06], [0.02, -0.03, 0.03], [-0.15, -0.18, 0.17], [-0.01, -0.20, 0.05], [0.07, 0.03, 0.02], [-0.03, 0.06, 0.01], [0.00, 0.00, 0.00], [0.01, 0.03, 0.01], [0.03, 0.00, 0.00], [0.03, -0.05, 0.00], [-0.02, 0.01, -0.01], [0.00, -0.05, -0.03], [-0.01, 0.00, -0.01], [0.00, 0.00, -0.01], [0.00, 0.00, 0.00], [-0.02, 0.01, 0.01], [0.02, 0.00, -0.03], [0.03, 0.04, -0.01], [0.02, 0.03, 0.02], [-0.01, 0.00, -0.04], [0.03, 0.00, -0.02], [-0.01, 0.01, 0.04], [0.02, -0.01, 0.01], [0.00, 0.00, 0.00], [-0.01, 0.02, 0.03], [0.02, -0.02, -0.05], [-0.07, 0.01, 0.03], [0.03, 0.09, -0.11], [0.01, 0.02, -0.02], [0.04, -0.04, 0.00], [0.00, 0.03, 0.01], [-0.04, 0.03, -0.02], [0.00, -0.01, 0.00], [0.01, 0.01, 0.00], [0.00, 0.00, 0.00], [-0.01, -0.02, 0.00], [0.03, 0.02, 0.00], [-0.01, 0.00, 0.00], [0.00, 0.00, 0.00], [0.00, 0.00, 0.00], [-0.01, 0.00, 0.00], [0.00, 0.00, 0.00], [0.01, -0.02, 0.00], [0.01, 0.00, 0.00], [0.00, -0.01, 0.00], [-0.02, 0.03, 0.00], [0.00, 0.00, 0.00], [0.00, 0.00, 0.00], [0.00, 0.00, 0.00], [0.00, 0.00, 0.00], [0.00, -0.01, 0.00]],
  "mulliken_charge": [2.679, -1.866, 1.305, 0.006, -0.456, 0.635, -0.361, -0.519, 0.213, -0.715, -0.885, -1.092, 0.023, -0.211, 0.470, 0.416, 0.378, 0.255, 0.206, 0.253, 0.301, 0.474, 0.494, 0.651, -1.457, 0.277, -1.338, 0.160, -0.689, -0.576, -0.967, -0.380, 0.238, 0.758, -1.285, -1.395, 0.542, 0.333, 0.365, 0.595, 0.106, 0.431, 0.431, 0.471, 0.484, 0.503, 0.422, 0.442, 0.329, 0.489, 0.301, 0.349, -1.198, -0.135, -1.135, 0.223, 0.258, -0.803, 2.172, 0.374, -0.526, 0.031, -0.673, -0.735, -0.514, -0.951, 0.159, 0.389, 0.251, 0.326, 0.164, 0.467, 0.372, 0.539, 0.255, -2.385, 0.507, 0.447, 0.431, 0.472, 0.625],
  "energy_ev": -81594.1236,
  "charge": 2,
  "homo_lumo_gap_ev": 6.37
}